Entry from OMol25: 4 unconnected molecules or ions with the total composition C30H59FNO6PS (ωB97M-V with the def2-TZVPD basis set).

```
! wB97M-V def2-TZVPD RIJCOSX def2/J DEFGRID3
* xyz 0 1
C -4.79535 0.26496 1.11835
C -4.44870 -1.05408 0.20505
C -3.17319 -0.88336 -0.80910
C -1.83908 -0.19746 -0.15352
C -0.97182 0.73658 -1.23702
C -1.89053 1.83669 -2.03142
C -0.93286 2.78877 -3.01863
C -0.61131 4.37399 -2.75231
C 0.39257 5.15915 -3.79383
C 1.08712 4.39813 -5.07013
C 0.76716 2.81921 -5.38900
C -0.25245 2.01577 -4.33468
C -0.52532 0.42433 -4.70119
C 0.26752 1.53115 -0.44351
C -0.26395 2.65990 0.61977
C 0.77446 3.90011 0.89397
C -0.03342 5.18279 1.59459
F 1.42771 4.44322 -0.32553
S 1.32604 0.31361 0.58087
O 2.15656 1.06643 1.68950
O 2.29591 -0.46238 -0.36314
O 0.21219 -0.68418 1.39922
C -0.72282 -1.31048 0.40602
P -1.50903 -2.80491 1.29537
N -1.87129 -4.00753 0.27547
H -4.02608 0.28085 2.03090
H -4.61962 1.25520 0.51431
H -5.87704 0.23738 1.60685
H -5.40254 -1.22642 -0.49227
H -4.39902 -2.03814 0.87921
H -2.85655 -1.98838 -1.13168
H -3.57304 -0.37320 -1.78485
H -2.04196 0.51247 0.76267
H -0.43600 -0.03831 -1.95042
H -2.54986 2.52563 -1.31667
H -2.67967 1.34626 -2.78110
H -1.10646 4.89333 -1.82606
H 0.64788 6.28903 -3.62829
H 1.83004 4.95317 -5.79393
H 1.25791 2.24339 -6.29846
H -1.48703 0.00345 -4.18122
H -0.65168 0.23068 -5.86634
H 0.39068 -0.25001 -4.33946
H 1.02905 2.03688 -1.18486
H -0.40749 2.09262 1.66008
H -1.30630 3.13106 0.36934
H 1.63170 3.62611 1.65533
H -0.95960 5.53625 0.96843
H -0.42218 4.91641 2.68721
H 0.68468 6.13079 1.69600
H -0.10790 -1.67850 -0.53866
H -2.60881 -2.32029 2.08848
H -0.48647 -3.33628 2.20282
H -1.64435 -3.74914 -0.70957
C 5.13076 4.55874 2.86412
C 4.04617 5.53935 2.45577
O 4.51676 6.87691 2.31406
C 5.52764 7.10203 1.33718
C 5.09662 6.74498 -0.07323
H 5.62218 4.88972 3.78659
H 4.70504 3.56383 3.03047
H 5.90479 4.46704 2.09774
H 3.27790 5.55635 3.23652
H 3.54684 5.21479 1.53736
H 6.44350 6.57637 1.61863
H 5.75982 8.17350 1.37204
H 4.89405 5.67425 -0.17429
H 5.87963 7.00633 -0.78975
H 4.17850 7.27619 -0.34321
C -2.22595 -6.78422 4.97294
C -1.43549 -5.59588 4.45552
O -2.10210 -4.34980 4.63866
C -2.39818 -3.97061 5.97858
C -1.16645 -3.82582 6.85289
H -3.22167 -6.81363 4.51505
H -1.70588 -7.71986 4.74303
H -2.36685 -6.73772 6.05592
H -1.28582 -5.71802 3.37720
H -0.43777 -5.56061 4.90435
H -3.11627 -4.66928 6.41507
H -2.90374 -2.99884 5.92163
H -0.64669 -4.78063 6.97891
H -1.44330 -3.46211 7.84580
H -0.45467 -3.12508 6.40529
C -1.00902 -6.43150 -3.62055
C -0.68594 -5.20121 -4.44922
O 0.09342 -4.23567 -3.74857
C 1.37606 -4.65338 -3.29337
C 2.30381 -5.08754 -4.41288
H -1.50538 -6.14683 -2.68536
H -1.66810 -7.10600 -4.17679
H -0.10778 -6.98969 -3.35397
H -1.62482 -4.70873 -4.72502
H -0.19353 -5.47609 -5.38737
H 1.26843 -5.43689 -2.53916
H 1.82121 -3.78967 -2.78440
H 1.92641 -5.97650 -4.92769
H 3.29465 -5.32549 -4.01737
H 2.40282 -4.29577 -5.16209
*
```

As for the SMILES: CCC[C@@H]1[C@@H](Cc2ccccc2C)[C@@H](C[C@H](C)F)S(=O)(=O)O[C@H]1[PH2]=N.CCOCC.CCOCC.CCOCC. As for the molar mass: 611.842 g mol⁻¹. The HOMO-LUMO gap is 8.58 eV. The HOMO energy comes out at -0.3085 hartree. Its total energy is -68666.729 eV.

***

Entry from OMol25: a molecular structure, C30H60BaN2O6 (ωB97M-V with the def2-TZVPD basis set).

```
! wB97M-V def2-TZVPD RIJCOSX def2/J DEFGRID3
* xyz 0 1
Ba -22.28580 2.16489 3.80362
C -22.15170 -1.35841 1.24672
C -23.67856 -1.27208 1.12532
C -24.34805 -2.59799 0.65704
C -24.43391 -3.66927 1.73924
C -25.15511 -3.15159 2.95104
C -24.67229 -1.79252 3.53221
N -24.41029 -0.85264 2.40315
O -24.24171 0.51990 2.79910
C -23.41524 -2.09677 4.38328
C -25.79947 -1.32556 4.48133
C -23.79481 -0.27129 -0.07831
H -21.53283 -1.40854 0.35085
H -21.83282 -2.13631 1.94046
H -21.83239 -0.46244 1.77904
H -23.73910 -2.86544 -0.20653
H -25.32510 -2.46475 0.19258
H -23.41863 -3.97310 1.99419
H -25.05740 -4.48811 1.38025
H -25.14573 -4.01163 3.62062
H -26.19637 -3.03520 2.65050
H -22.94036 -1.21212 4.80751
H -22.63640 -2.59324 3.80445
H -23.44660 -2.70315 5.28850
H -26.61988 -0.87430 3.92329
H -25.50161 -0.48552 5.10880
H -26.13614 -1.99865 5.26981
H -24.76463 0.21905 -0.16261
H -23.47782 -0.62052 -1.06099
H -23.26548 0.65939 0.12599
C -18.79980 2.33511 5.91329
C -18.71948 3.95645 5.85267
C -17.34700 4.23659 5.17580
C -17.10404 5.65597 4.81187
C -18.18885 5.96463 3.70765
C -19.65773 5.70740 4.15372
N -19.85286 4.52381 5.05875
O -21.20426 4.22339 5.47804
C -20.55109 5.55583 2.92903
C -20.12519 6.94056 4.93818
C -18.70041 4.49157 7.39806
H -19.82628 1.96909 5.89173
H -18.29597 2.08657 6.84737
H -18.18574 1.90108 5.12421
H -17.20846 3.57310 4.32217
H -16.59232 3.92527 5.89805
H -16.14970 5.71410 4.28845
H -17.11174 6.30136 5.69022
H -17.88638 5.37770 2.84040
H -18.14409 7.02313 3.45135
H -20.30346 4.69996 2.30112
H -20.36315 6.33497 2.19031
H -21.60599 5.58725 3.20163
H -20.29980 7.84104 4.34933
H -19.47057 7.22046 5.76354
H -21.13416 6.81069 5.32961
H -18.80129 5.57168 7.50425
H -17.73837 4.33245 7.88515
H -19.50918 4.00659 7.94468
C -26.58203 2.50647 6.62695
C -25.52538 3.23029 5.80910
O -24.67291 2.65684 5.18304
C -25.72835 4.78076 5.62255
H -27.43809 3.14434 6.84692
H -26.15233 2.02582 7.50583
H -26.94090 1.77092 5.90702
H -25.90390 5.31711 6.55508
H -26.65465 4.91580 5.06414
H -24.94788 5.31427 5.08003
C -20.36917 1.82926 -0.27427
C -19.61046 1.45890 0.97872
O -20.06015 1.35690 2.09564
C -18.18395 0.92190 0.69699
H -19.77127 2.32558 -1.03865
H -21.21824 2.47671 -0.05521
H -20.83197 0.99723 -0.80497
H -18.10981 -0.15006 0.51395
H -17.64104 1.00328 1.63865
H -17.74857 1.69164 0.05977
C -22.81302 2.55797 8.35671
C -22.60970 1.26846 7.58184
O -22.37171 1.30046 6.35556
C -22.75875 -0.00154 8.25737
H -23.71921 2.41574 8.94551
H -23.01481 3.40799 7.70490
H -21.88121 2.65481 8.91390
H -21.85067 -0.60443 8.25270
H -23.66296 -0.48771 7.89112
H -22.98440 0.15706 9.31189
C -23.11243 5.59536 0.66495
C -23.51712 4.12589 0.74650
O -22.86582 3.40485 1.49574
C -24.67517 3.60091 -0.06516
H -23.67720 6.24106 -0.00752
H -22.07272 5.44358 0.37501
H -23.21290 5.94589 1.69215
H -24.38050 3.77702 -1.09969
H -25.58680 4.13599 0.20077
H -24.76358 2.52234 0.06512
*
```

As for the molar mass: 682.146 g mol⁻¹. The HOMO-LUMO gap is 5.33 eV. The HOMO energy comes out at -0.1887 hartree. Its total energy is -48038.149 eV.